Entry 1:
Density functional theory data (ωB97M-V with the def2-TZVPD basis set) for C39H36KN7S4 as an isolated structure at a distorted geometry.

As for the HOMO-LUMO gap: 5.887 eV. The energy comes out at -111123.1705 eV. The calculation puts the largest force on an atom at 1.17 eV/Å. As for the energy above the lowest of the compared OMol25 structures with the same formula, charge and spin: 0.0000 eV. The lowest unoccupied orbital energy is -0.19 eV.

Last column: Löwdin charge in e.
CARTESIAN COORDINATES (ANGSTROEM)
C -4.002 -6.556 3.426  -0.1078
H -1.839 5.828 -4.508  0.1090
C -2.088 -5.645 2.276  -0.0303
N -1.522 -1.034 0.657  -0.2557
C -4.104 -7.526 2.444  -0.0856
N 1.952 -1.012 0.869  0.0074
C 0.403 -5.519 -0.801  -1.1937
N -0.515 -0.330 -2.019  0.0359
H 2.675 5.113 3.501  0.1079
C -0.866 5.019 -2.780  -0.0815
C 3.079 6.634 0.508  -0.0688
H 1.039 0.022 -3.312  0.1162
C -1.128 -7.458 -0.830  -1.0801
H 2.459 -3.734 2.722  0.1212
C -2.257 -0.912 1.908  -0.1330
C 2.164 5.915 -0.236  -0.0828
H -0.891 6.433 0.307  0.1192
C -1.445 -0.474 3.121  -0.2710
H -2.272 8.079 -0.898  0.1094
S -1.932 -8.866 -1.266  0.5308
H -1.215 3.734 0.920  0.0037
H -3.032 -0.149 1.779  0.1296
S 1.607 -4.354 -1.232  0.4125
H -2.748 -1.509 4.475  0.1143
C -0.040 -0.001 -3.220  -0.1204
H -3.784 -0.261 -2.714  0.1174
C 3.208 -0.567 0.803  -0.1493
H -0.113 -2.448 2.632  0.1121
H 0.499 0.728 6.162  0.1024
K 0.225 0.708 0.262  0.7442
H -0.475 4.155 -3.301  0.1071
S 0.295 3.890 -0.598  0.9819
H -0.420 0.505 -5.263  0.1034
C -0.084 0.372 5.326  -0.0593
H 3.974 6.914 2.434  0.1064
N -0.394 -5.512 0.233  -0.0263
H 2.012 6.142 -1.283  0.1148
H -2.863 -4.861 4.090  0.0936
C -2.228 0.182 -4.123  -0.0605
C 3.261 6.346 1.856  -0.0755
H -4.883 -8.275 2.484  0.1019
C 2.532 5.336 2.453  -0.0702
H -2.937 -1.842 -0.701  0.1413
C -2.140 7.050 -2.776  -0.0694
C -1.826 -0.429 -1.846  -0.2508
C -2.982 -5.625 3.329  -0.0995
H -3.201 -0.171 -0.239  0.1217
H -1.478 -3.126 0.503  0.1109
C -2.198 -6.621 1.287  -0.1703
H -1.301 -4.915 2.228  0.0737
H 1.158 1.311 3.849  0.1079
H 5.269 -0.800 1.337  0.1004
C 1.612 4.603 1.713  -0.0796
H -2.798 -1.845 2.146  0.1348
C -1.198 -0.432 5.504  -0.0565
H -4.697 -6.534 4.253  0.0951
H -2.738 7.780 -3.301  0.1074
C -0.754 -2.300 0.537  -0.1809
H 3.647 7.423 0.037  0.1085
N -0.660 3.074 0.375  -0.4467
C 2.703 -2.815 2.208  -0.0141
H -2.903 0.381 -4.944  0.1085
N -0.375 0.298 2.950  0.0786
C -1.636 5.956 -3.455  -0.0687
S 0.147 -6.865 -1.839  0.9416
C 0.280 0.702 4.031  -0.1311
C -0.855 0.262 -4.304  -0.0606
C -1.109 6.294 -0.744  -0.0752
C -3.214 -7.569 1.379  -0.0411
C -1.886 -0.863 4.386  -0.0219
N -1.264 -6.602 0.209  -0.1333
C 4.266 -1.193 1.428  -0.0662
C 1.684 -2.111 1.552  -0.2930
C 3.997 -2.350 2.150  -0.0577
H 1.032 3.810 2.168  0.0952
H -1.517 -0.726 6.493  0.1094
H 3.378 0.330 0.217  0.1026
H -3.302 -8.326 0.621  0.0094
H 4.793 -2.893 2.639  0.1076
C 1.424 4.906 0.378  -0.3918
C -0.603 5.194 -1.431  -0.4017
H 0.377 -3.732 1.548  0.0769
C -2.720 -0.171 -2.885  -0.0211
C 0.270 -2.643 1.625  -0.1302
C -1.877 7.219 -1.421  -0.0659
H -0.231 -2.306 -0.421  0.0748
C -2.418 -0.889 -0.498  -0.1291

Cartesian forces (eV/Å) of the 3 atoms listed first:
-0.057 -0.089 -0.002
-0.010 -0.013 -0.054
-0.036 0.004 0.090

***

Entry 2:
Density functional theory data (ωB97M-V with the def2-TZVPD basis set) for a 2-piece molecular cluster, C39H37BF6O4S overall at a distorted geometry.

The SMILES is COc1ccc([C@@H](B2OC(C)(C)C(C)(C)O2)c2ccc(Oc3ccccc3)cc2)cc1.Cc1ccc(-c2cc(C(F)(F)F)cc(C(F)(F)F)c2)s1. As for the HOMO-LUMO gap: 7.367 eV. The energy comes out at -77052.3828 eV. The calculation puts the largest force on an atom at 4.44 eV/Å. As for the energy above the lowest of the compared OMol25 structures with the same formula, charge and spin: 0.0000 eV. The lowest unoccupied orbital energy is -0.09 eV.

Last column: Löwdin charge in e.
CARTESIAN COORDINATES (ANGSTROEM)
C -0.041 -2.849 -2.376  0.0510
C 1.086 1.376 -3.027  -0.1173
C 2.882 -2.559 0.824  -0.2890
H 0.245 0.837 2.011  0.1694
C 0.630 -1.735 0.780  -0.0263
H 3.765 4.630 1.749  0.0963
H -4.513 -1.378 3.191  0.1290
C -5.417 -0.769 3.257  -0.0231
H -0.912 -2.219 -2.547  0.1240
H 0.081 5.407 2.145  0.0974
C -2.169 1.259 1.511  -0.0201
O -0.285 3.287 0.527  0.1356
H -1.258 -0.887 -0.949  0.0677
C 0.522 0.119 -2.681  -0.0891
C -4.064 -0.010 0.745  -0.2517
C 1.999 3.984 0.695  -0.4357
C -3.531 0.987 1.573  0.0045
H -0.437 -1.938 0.871  0.1155
C 3.326 2.422 -3.693  -0.1019
H 4.492 -5.229 1.710  0.0941
F 3.219 -6.333 -0.981  0.1049
C 2.463 1.330 -3.178  -0.5918
C -7.224 0.427 2.121  -0.0082
O 1.756 2.842 1.562  0.1428
C 0.168 0.735 0.873  -0.0620
H 2.767 -5.346 1.203  0.0728
H 0.707 -6.136 -1.872  0.1374
F -2.111 -4.317 -0.719  0.1106
H 3.094 4.347 -1.146  0.0963
H 2.832 0.823 0.497  0.1052
C -1.615 -4.713 -1.943  -0.5082
H -3.700 -1.355 -0.897  0.1205
H -7.530 0.672 5.509  0.1005
H 3.869 2.927 -2.884  0.0633
C -0.213 -4.205 -2.126  -0.1023
H -1.036 5.789 0.800  0.0964
C 2.468 -0.197 0.561  -0.0401
C 0.863 -5.076 -2.025  0.0600
C -7.119 0.378 4.541  -0.0991
H -0.545 -0.047 -2.581  0.1009
H 1.109 -3.807 1.111  0.1182
B 0.517 2.383 1.183  -0.5373
H 3.209 -4.395 2.667  0.1009
C 0.012 5.606 1.068  -0.0188
H 0.517 2.280 -3.241  0.1072
H 4.435 -1.098 0.565  0.1225
C 2.861 3.515 -0.469  -0.0210
F 3.432 -6.285 -3.169  0.1236
H 4.064 2.026 -4.401  0.0795
C 2.769 5.017 1.502  -0.0140
H 3.815 3.119 -0.092  0.1064
F -1.709 -6.067 -1.996  0.1276
C -5.968 -0.416 4.489  -0.0804
H -7.692 0.722 1.183  0.1206
C -6.018 -0.280 2.091  -0.2561
H 2.699 3.165 -4.201  0.0908
O -5.382 -0.425 0.843  0.0036
H -1.771 2.010 2.190  0.1181
H 2.247 5.274 2.431  0.0892
H -8.644 1.409 3.398  0.1046
C -1.306 0.558 0.649  -0.1876
C -1.887 -0.357 -0.238  -0.0471
C 3.359 -1.245 0.634  -0.0018
C 3.324 -5.484 -2.061  -0.5027
H 0.466 3.928 -1.884  0.0675
F 4.508 -4.819 -1.928  0.1222
C 1.259 -2.308 -2.426  -0.1944
H 2.916 5.937 0.922  0.0978
C -3.252 -0.630 -0.218  0.0186
C -7.743 0.793 3.361  -0.0858
C 1.498 -2.801 0.929  -0.0089
H -4.168 1.532 2.270  0.1259
C 1.086 -0.412 0.621  -0.1891
C 2.356 -3.196 -2.367  0.0308
C 1.469 -0.882 -2.527  -0.4505
C 0.333 4.788 -1.218  0.0001
C 2.150 -4.546 -2.138  -0.0994
H -0.694 5.158 -1.351  0.0991
H -5.481 -0.754 5.404  0.1047
H 1.010 5.597 -1.522  0.0998
F -2.473 -4.205 -2.887  0.1157
C 3.534 -4.713 1.665  -0.0600
H 2.373 2.718 -1.051  0.0723
C 0.540 4.437 0.246  -0.4429
H 0.574 6.521 0.832  0.0948
S 3.073 -0.247 -2.835  1.1171
O 3.795 -3.574 0.816  -0.1142
H 3.366 -2.824 -2.482  0.1029

Cartesian forces (eV/Å) of the 3 atoms listed first:
0.635 0.112 0.085
0.901 -0.179 -0.220
-0.531 0.223 -0.173

***

Entry 3:
Density functional theory data (ωB97M-V with the def2-TZVPD basis set) for C39H37BN9PtS as an isolated structure.

As for the HOMO-LUMO gap: 7.376 eV. The energy comes out at -69211.1960 eV. The calculation puts the largest force on an atom at 0.33 eV/Å. As for the energy above the lowest of the compared OMol25 structures with the same formula, charge and spin: 0.3075 eV. The lowest unoccupied orbital energy is -2.64 eV. Its charge is +1.

Last column: Löwdin charge in e.
CARTESIAN COORDINATES (ANGSTROEM)
C -4.100 -1.998 0.961  -0.0478
C 2.394 2.413 3.670  -0.0051
C 1.340 -4.148 -1.691  -0.0148
C 1.498 -2.974 -2.418  -0.0281
H -1.019 5.582 1.280  0.0907
H 1.579 2.004 4.268  0.0739
C 3.065 0.603 0.538  -0.2611
N 1.457 1.767 1.452  -0.0002
H 0.743 5.598 1.212  0.0887
C 4.964 -2.162 -1.154  -0.0724
C -3.485 -0.886 0.402  -0.1678
H 4.410 -1.703 0.872  0.1204
H -2.090 -2.801 5.102  0.0961
C 0.231 -2.856 -0.002  -0.2484
H 1.715 -5.092 -2.061  0.1227
H -1.821 -4.535 0.606  0.1332
H -2.654 -4.309 3.215  0.1315
H -0.383 -2.287 5.105  0.0889
N -0.153 3.140 0.180  0.0458
C -0.815 0.416 -4.703  -0.0734
C 3.651 0.185 -1.835  -0.0520
C -4.881 -2.681 -1.209  -0.0770
C -1.768 2.177 4.092  -0.0056
B 0.051 2.471 1.553  -0.4916
C 1.052 -1.799 -1.859  -0.1262
H 1.289 3.599 -4.113  0.1195
Pt 0.019 0.366 -0.468  1.1764
C 4.903 -1.761 -2.482  -0.0877
H 0.116 0.344 -6.635  0.1074
H -2.527 1.904 4.822  0.0877
C 4.374 -1.389 -0.164  -0.0188
H 0.079 3.275 2.431  0.1197
N 1.842 1.073 0.335  -0.0383
H -3.165 0.234 -1.395  0.0890
H -4.372 -1.374 -2.835  0.1066
N -1.207 1.539 1.749  0.0270
C -1.487 -3.893 1.400  -0.0474
H -1.415 -0.470 -4.869  0.1075
H 3.152 1.113 -2.090  0.1136
H 1.985 -2.954 -3.381  0.1192
C 2.468 1.742 2.342  -0.3091
C -0.919 1.105 -3.504  -0.0573
H 4.215 -0.257 -3.853  0.1084
C -2.969 0.473 2.555  0.0333
C -1.982 1.402 2.837  -0.2794
C 4.249 -0.584 -2.821  -0.0815
C -2.733 0.058 1.241  -0.2388
H 1.455 2.386 -6.259  0.1092
H -1.833 3.250 3.915  0.0886
H -1.634 -1.159 4.569  0.0749
H 4.472 0.826 2.245  0.1239
H -5.427 -3.375 -1.833  0.1068
H -5.280 -3.751 0.606  0.1088
C 0.702 -4.078 -0.470  0.0205
C -0.231 4.319 -1.678  0.0589
H 0.580 -4.950 0.157  0.1270
H 5.478 -3.076 -0.887  0.1077
C -0.186 4.396 -0.293  -0.2369
N -0.193 2.280 -0.844  -0.0941
H -4.030 -2.162 2.028  0.1053
H 2.236 3.486 3.569  0.0878
N 0.427 -1.717 -0.666  -0.0078
C 0.693 2.711 -4.285  -0.0226
H -0.789 1.965 4.522  0.0760
C -0.163 5.584 0.606  -0.0015
C 3.509 1.008 1.798  0.0328
H 3.323 2.251 4.212  0.0893
C 0.041 0.875 -5.695  -0.0760
N -0.535 -2.893 1.179  0.0020
N -1.670 0.702 0.764  -0.0286
H -0.278 5.141 -2.372  0.1228
H 1.201 -0.858 -2.377  0.0951
C -4.283 -1.559 -1.772  -0.0683
C -0.218 2.956 -1.992  -0.2040
S 0.794 -0.988 2.610  0.7728
C -1.908 -3.762 2.668  -0.0437
C -3.597 -0.663 -0.971  -0.0381
C 0.791 2.024 -5.486  -0.0675
C -1.338 -2.208 4.588  -0.0269
H 5.378 -2.359 -3.250  0.1069
C 3.712 -0.213 -0.500  -0.1764
C -0.339 -2.172 2.339  -0.7291
C -0.159 2.253 -3.284  -0.1716
H -0.194 6.496 0.014  0.0871
H -1.604 0.761 -2.738  0.0746
C -4.798 -2.890 0.159  -0.0753
H -3.792 0.194 3.191  0.1226
N -1.210 -2.701 3.232  -0.1104

Cartesian forces (eV/Å) of the 3 atoms listed first:
-0.127 0.032 -0.003
0.013 0.007 0.020
-0.005 0.174 -0.033

***

Entry 4:
Density functional theory data (ωB97M-V with the def2-TZVPD basis set) for C39H37InN7O4P2 as an isolated structure at a distorted geometry.

As for the HOMO-LUMO gap (spin up / spin down): 4.933 / 4.934 eV. The energy comes out at -83409.1324 eV. The calculation puts the largest force on an atom at 5.16 eV/Å. As for the energy above the lowest of the compared OMol25 structures with the same formula, charge and spin: 2.0654 eV. The lowest unoccupied orbital energy (spin up / spin down) is -4.69 / -4.69 eV. Its charge is +1.

Last column: Löwdin charge in e.
CARTESIAN COORDINATES (ANGSTROEM)
C -4.545 -1.715 0.876  -0.0034
H 4.079 -3.413 -2.545  0.1181
N -0.442 -1.648 -1.903  -0.0012
C -1.394 -6.105 -0.095  -0.0032
C -3.505 3.092 2.712  -0.1514
H -5.222 -1.680 1.739  0.1222
H 2.330 3.690 -3.106  0.0541
C -0.243 -4.415 1.806  -0.1203
H -1.064 -4.412 -1.413  0.1163
C 3.391 2.527 2.147  -0.0837
H 2.030 2.082 -3.929  0.0258
O 0.737 -2.217 2.091  -0.1428
H 2.997 -0.328 3.035  0.0300
P 2.962 0.056 0.653  0.8774
C -1.214 2.228 3.468  -0.0213
N -2.278 2.343 2.545  -0.0126
C 2.520 4.060 -0.058  -0.0898
H 3.488 2.350 -3.018  0.0368
In 0.126 -1.872 0.151  0.9574
H -6.105 -1.788 -0.640  0.1076
C 3.051 4.686 1.091  -0.0473
H -6.632 3.362 1.321  0.1386
C -0.311 1.410 2.880  -0.1054
C 2.422 2.573 -3.040  -0.2795
H -2.759 4.210 4.453  0.1239
N 0.606 -1.495 -2.787  0.0773
C -1.913 1.625 1.451  -0.1937
H -0.556 -5.954 3.240  0.1358
C 3.857 -2.938 -3.489  -0.0378
C -5.058 -1.755 -0.456  -0.0130
H 0.417 3.986 -1.649  0.0408
H -4.886 5.599 4.639  0.1401
C -7.131 5.185 3.139  -0.1731
H 3.812 -1.691 2.132  0.0457
C -1.250 -6.556 1.244  -0.0040
H -0.549 2.648 -2.293  0.0388
H -1.767 -6.763 -0.845  0.1052
H -4.460 2.134 1.009  0.1151
C -4.158 -1.728 -1.531  0.0303
H -1.318 2.716 4.428  0.1132
C 3.356 -1.565 -5.899  0.0115
H -4.550 -1.756 -2.544  0.1214
H 0.609 1.055 3.299  0.0975
P 1.601 1.847 -1.562  0.8805
C -3.155 -1.677 1.051  -0.0931
C -4.759 4.793 3.887  -0.0133
C 3.682 -0.609 2.227  -0.2868
C 3.443 3.889 2.184  -0.0945
C -3.617 4.042 3.755  -0.0076
C -5.861 4.541 3.033  -0.2185
C -1.727 -1.589 -2.284  0.0054
C -0.691 -5.687 2.186  0.0276
C 4.620 -3.149 -4.608  -0.1013
O 0.587 -3.551 3.907  0.1081
O 1.375 -0.739 -4.922  -0.0810
H 0.620 -1.020 -3.795  0.0893
H 5.124 -0.911 0.012  0.0282
C 2.739 -2.109 -3.535  -0.1097
H 2.197 4.614 -0.940  0.0893
H -2.623 -1.725 1.993  0.1250
H 3.883 4.386 3.022  0.1005
C 1.786 -2.034 -2.466  -0.3782
C 2.938 1.863 0.941  -0.3806
C 2.463 -1.449 -4.767  -0.3076
H -2.514 1.650 0.540  0.1253
C 0.124 2.928 -1.473  -0.2957
N -0.430 -4.019 0.510  0.0169
H 5.167 -2.372 -6.574  0.1076
H 5.171 0.750 -0.447  0.0674
O 1.990 -2.363 -1.223  -0.1131
C 4.500 -0.140 -0.387  -0.2377
C -4.589 2.853 1.861  -0.0308
H 5.332 -3.990 -4.550  0.1128
C -5.754 3.574 1.979  -0.0148
N -2.336 -1.586 0.000  0.0389
H -0.356 2.837 -0.516  0.0025
C -2.742 -1.635 -1.277  -0.2580
H -2.012 -1.447 -3.348  0.1633
H -1.726 -7.491 1.571  0.1270
C 2.464 2.665 -0.137  -0.4041
H 3.180 5.744 1.152  0.0955
C 0.409 -3.345 2.715  -0.5102
N -8.208 5.682 3.277  0.1617
H 4.112 -0.375 -1.389  0.0155
N -0.720 1.063 1.571  0.0669
C 4.447 -2.409 -5.773  -0.0670
H 4.657 -0.163 2.465  0.0494
H 3.627 1.936 3.032  0.0951
H 3.058 -1.083 -6.799  0.1047
C -0.954 -4.811 -0.410  -0.0984

Cartesian forces (eV/Å) of the 3 atoms listed first:
-0.151 0.034 -0.660
0.048 -0.387 -0.039
-1.558 0.654 -2.221